No. 1
A cluster of 11 separate species, C30H68N8O17 in total at a distorted geometry. Source: the OMol25 dataset; level of theory: the ωB97M-V functional and the def2-TZVPD basis.

Cartesian coordinates (Å):
C -15.237 -18.108 4.036
O -15.428 -17.453 2.685
C -15.619 -16.092 2.753
O -16.090 -15.513 3.753
O -15.495 -15.532 1.600
C -15.742 -14.216 1.323
H -14.655 -17.496 4.725
H -14.773 -19.079 3.861
H -16.239 -18.198 4.456
H -14.707 -13.876 1.375
H -16.326 -13.646 2.045
H -16.202 -14.017 0.355
C -5.775 -1.006 -2.011
O -5.110 0.153 -2.252
C -5.418 1.333 -1.727
O -6.101 1.431 -0.739
O -4.747 2.322 -2.408
C -4.802 3.676 -1.947
H -5.242 -1.847 -2.455
H -6.719 -1.038 -2.555
H -5.913 -1.194 -0.947
H -4.677 3.869 -0.882
H -5.698 4.142 -2.356
H -4.027 4.255 -2.449
C -3.114 -7.799 2.372
O -2.330 -6.838 1.786
C -1.447 -7.144 0.811
O -1.287 -8.272 0.335
O -0.833 -6.009 0.318
C -1.286 -4.687 0.508
H -2.655 -8.591 2.963
H -3.805 -8.121 1.594
H -3.773 -7.322 3.098
H -1.382 -4.484 1.575
H -2.130 -4.602 -0.175
H -0.567 -3.941 0.169
C -12.884 -12.813 7.893
N -11.675 -13.318 7.301
C -11.302 -13.187 5.962
C -9.918 -13.532 5.583
O -12.257 -12.843 5.228
H -12.793 -12.011 8.626
H -13.326 -13.690 8.366
H -13.569 -12.515 7.099
H -11.038 -13.809 7.913
H -9.244 -12.693 5.410
H -9.840 -14.301 4.814
H -9.439 -14.022 6.430
C -10.459 -0.321 -5.231
N -11.030 -1.453 -5.923
C -12.049 -2.274 -5.518
C -12.448 -3.362 -6.475
O -12.647 -2.008 -4.503
H -11.084 0.572 -5.208
H -9.462 0.031 -5.492
H -10.355 -0.590 -4.180
H -10.693 -1.702 -6.842
H -12.004 -4.256 -6.037
H -11.907 -3.422 -7.419
H -13.512 -3.323 -6.709
C -10.096 -9.005 0.242
N -9.752 -8.752 -1.115
C -8.968 -7.682 -1.364
C -8.906 -7.242 -2.751
O -8.228 -7.108 -0.526
H -10.904 -8.414 0.674
H -9.219 -8.733 0.829
H -10.272 -10.080 0.283
H -10.429 -8.996 -1.824
H -9.084 -8.105 -3.393
H -7.924 -6.841 -3.001
H -9.695 -6.536 -3.011
C -11.206 -17.290 -1.318
N -10.976 -15.870 -1.707
C -11.348 -15.134 -2.794
C -12.082 -15.898 -3.949
O -10.983 -14.001 -2.906
H -10.293 -17.546 -0.781
H -11.392 -17.832 -2.246
H -12.096 -17.344 -0.691
H -10.415 -15.344 -1.052
H -13.137 -16.035 -3.710
H -11.665 -16.814 -4.367
H -12.154 -15.205 -4.787
C -11.321 -2.709 2.182
N -10.808 -3.543 3.231
C -11.392 -4.623 3.752
C -10.701 -5.362 4.881
O -12.587 -4.851 3.521
H -11.998 -3.227 1.502
H -10.486 -2.295 1.617
H -11.906 -1.933 2.676
H -9.806 -3.561 3.359
H -11.464 -5.418 5.657
H -9.687 -5.053 5.137
H -10.712 -6.357 4.436
C -11.592 -10.179 -7.931
C -10.806 -9.789 -9.131
N -11.472 -9.333 -10.118
O -9.582 -9.662 -9.231
H -12.597 -10.571 -8.085
H -11.845 -9.276 -7.375
H -11.029 -10.916 -7.358
H -10.954 -9.040 -10.935
H -12.398 -8.986 -9.915
C -7.164 -4.034 -9.760
C -7.055 -2.586 -10.185
N -6.445 -2.297 -11.285
O -7.439 -1.743 -9.469
H -8.186 -4.412 -9.791
H -6.970 -3.988 -8.689
H -6.552 -4.825 -10.193
H -6.091 -3.102 -11.781
H -6.262 -1.356 -11.601
C -3.601 -14.774 -1.184
C -5.003 -14.419 -0.907
N -5.633 -13.416 -1.469
O -5.566 -15.080 -0.142
H -3.672 -15.431 -2.050
H -3.140 -15.206 -0.295
H -2.904 -13.977 -1.444
H -6.611 -13.233 -1.296
H -5.082 -12.903 -2.142

Calculated values
SMILES ... COC(=O)OC.COC(=O)OC.COC(=O)OC.CNC(C)=O.CNC(C)=O.CNC(C)=O.CNC(C)=O.CNC(C)=O.CC(N)=O.CC(N)=O.CC(N)=O
Frontier orbital gap ... 9.38 eV
LUMO energy ... 0.1 eV
E_HOMO ... -0.340 hartree

=====

No. 2
A cluster of 10 separate species, C30H69NO11 in total at a distorted geometry. Source: the OMol25 dataset; level of theory: the ωB97M-V functional and the def2-TZVPD basis.

Cartesian coordinates (Å):
C -3.496 -0.196 -1.938
C -2.456 0.637 -1.280
O -2.614 1.800 -1.114
N -1.089 0.076 -1.034
H -1.213 0.110 0.055
H -0.883 -1.022 -1.097
C 0.050 0.869 -1.173
H -4.472 -0.218 -1.280
H -3.267 -1.210 -1.862
H -3.781 0.160 -2.819
H 0.358 0.794 -2.195
H 0.840 0.253 -0.362
H -0.170 1.970 -0.894
O -1.100 -0.287 1.519
H -0.837 0.148 2.389
C 4.302 2.752 -2.736
C 4.003 1.310 -2.690
C 4.170 0.521 -4.060
O 5.069 0.738 -1.815
H 3.895 3.234 -1.971
H 3.675 3.014 -3.567
H 5.319 3.264 -2.978
H 3.159 1.196 -2.042
H 3.304 0.669 -4.682
H 3.874 -0.441 -3.843
H 5.316 0.459 -4.459
H 4.749 1.096 -0.921
C -2.031 -5.385 1.086
C -1.854 -3.944 1.641
C -1.113 -4.064 3.038
O -1.142 -3.146 0.751
H -1.035 -5.981 1.125
H -2.283 -5.106 -0.067
H -2.749 -6.018 1.584
H -2.854 -3.496 1.845
H -0.082 -4.198 2.823
H -1.542 -4.747 3.602
H -1.025 -3.160 3.567
H -0.992 -2.282 1.094
C -0.451 4.215 3.096
C -0.740 2.696 2.950
C -1.233 2.051 4.237
O -1.538 2.490 1.840
H -1.192 5.001 2.785
H 0.495 4.474 2.547
H -0.216 4.421 3.969
H 0.304 2.227 2.829
H -1.527 0.943 4.268
H -2.100 2.623 4.538
H -0.604 2.139 5.337
H -1.613 1.520 1.713
C -5.895 -0.410 1.198
C -4.498 -0.207 1.793
C -4.478 -0.469 3.229
O -3.644 -1.096 1.139
H -6.677 -0.056 1.916
H -6.096 -1.440 1.077
H -6.069 -0.142 0.218
H -4.245 0.721 1.598
H -5.028 0.352 3.699
H -3.402 -0.273 3.667
H -4.772 -1.478 3.614
H -2.640 -0.871 1.606
C 2.354 -2.045 0.181
C 1.893 -1.887 1.617
C 2.937 -2.292 2.667
O 1.746 -0.524 1.845
H 3.167 -1.474 -0.168
H 1.713 -1.979 -0.705
H 2.992 -3.053 -0.041
H 1.024 -2.485 1.933
H 2.523 -2.458 3.751
H 3.933 -1.572 2.597
H 3.435 -3.234 2.656
H 0.763 -0.530 1.787
C 5.492 2.861 1.627
C 4.616 1.668 1.941
C 4.015 1.735 3.377
O 3.459 1.483 1.039
H 4.729 3.638 1.717
H 5.982 2.799 0.525
H 6.401 2.973 2.282
H 4.997 0.593 1.688
H 3.523 2.783 3.678
H 4.916 1.499 4.094
H 3.104 1.006 3.571
H 2.658 0.829 1.340
C 0.526 -4.211 -3.161
C -0.645 -3.280 -3.216
C -2.052 -4.064 -3.078
O -0.610 -2.476 -1.989
H 1.577 -3.522 -2.816
H 0.800 -4.654 -4.039
H 0.531 -5.023 -2.425
H -0.742 -2.469 -3.937
H -2.812 -3.257 -2.692
H -1.905 -4.771 -2.200
H -2.159 -4.440 -3.986
H -0.338 -3.030 -1.173
C -0.991 4.773 -2.888
C -1.047 3.341 -2.580
C -1.377 2.313 -3.694
O -1.427 1.133 -3.495
C -1.434 2.863 -5.051
C -1.433 4.186 -5.384
C -1.234 5.214 -4.370
O -1.273 6.356 -4.678
H -0.760 5.581 -2.212
H -0.785 3.159 -1.520
H -1.369 2.088 -5.948
H -1.557 4.258 -6.577

Calculated values
Frontier orbital gap ... 7.44 eV
LUMO energy ... -1.9 eV
E_HOMO ... -0.342 hartree

=====

No. 3
A cluster of 11 separate species, C30H70BBr8O32P6 in total at a distorted geometry. Source: the OMol25 dataset; level of theory: the ωB97M-V functional and the def2-TZVPD basis.

Cartesian coordinates (Å):
O 1.351 -1.937 0.456
C 0.508 -1.121 0.487
O -0.684 -1.210 1.018
B -1.385 0.072 0.930
O -0.538 0.900 0.033
C 0.632 0.305 -0.111
O 1.618 0.781 -0.581
O -1.510 0.680 2.277
C -2.782 0.937 2.530
O -3.199 1.456 3.519
C -3.598 0.460 1.313
O -2.756 -0.125 0.480
O -4.762 0.573 1.161
Br 2.596 2.674 2.302
C 1.304 3.965 3.007
C -0.090 3.373 2.918
Br -1.322 4.785 3.451
H 1.407 4.833 2.365
H 1.467 4.265 4.040
H -0.169 2.520 3.583
H -0.312 3.063 1.901
Br 2.886 -2.645 -4.332
C 1.691 -1.172 -3.907
C 2.151 0.146 -4.485
Br 0.631 1.378 -4.664
H 1.670 -1.079 -2.829
H 0.736 -1.474 -4.320
H 2.492 -0.037 -5.502
H 2.911 0.666 -3.916
Br -4.371 -2.626 3.694
C -5.761 -1.292 3.261
C -6.919 -1.543 4.195
Br -8.223 -0.112 4.030
H -6.055 -1.401 2.227
H -5.217 -0.390 3.510
H -6.591 -1.704 5.220
H -7.373 -2.502 3.943
Br -2.103 -4.152 -2.060
C -2.376 -3.936 -0.121
C -1.305 -4.666 0.646
Br -1.356 -4.165 2.526
H -3.392 -4.258 0.080
H -2.311 -2.875 0.098
H -0.312 -4.407 0.291
H -1.428 -5.743 0.562
C 6.821 0.529 -2.369
O 7.103 1.771 -1.696
P 6.447 2.112 -0.295
O 6.765 3.455 0.173
O 4.920 1.764 -0.522
C 4.056 2.614 -1.288
O 6.925 0.965 0.676
C 6.399 0.795 1.989
H 6.538 -0.232 -1.649
H 7.695 0.268 -2.954
H 5.974 0.687 -3.041
H 4.590 3.442 -1.752
H 3.282 2.942 -0.601
H 3.584 2.022 -2.072
H 6.563 -0.253 2.242
H 5.339 1.037 2.039
H 6.964 1.373 2.722
C 0.554 -5.554 -5.007
O 1.511 -6.295 -4.240
P 1.144 -6.772 -2.783
O 1.977 -7.828 -2.222
O 1.032 -5.462 -1.901
C 2.140 -4.761 -1.370
O -0.379 -7.173 -2.909
C -1.040 -7.902 -1.911
H 1.005 -4.641 -5.402
H -0.265 -5.206 -4.377
H 0.218 -6.136 -5.861
H 1.968 -4.564 -0.309
H 2.226 -3.765 -1.794
H 3.083 -5.306 -1.430
H -1.899 -7.380 -1.477
H -0.404 -8.190 -1.075
H -1.479 -8.779 -2.388
C -5.881 1.168 6.949
O -5.695 2.581 6.835
P -4.685 3.339 7.808
O -5.083 3.409 9.208
O -3.311 2.585 7.605
C -2.796 2.451 6.261
O -4.474 4.744 7.111
C -5.567 5.416 6.471
H -5.162 0.677 7.603
H -5.728 0.747 5.949
H -6.928 0.990 7.185
H -1.950 3.116 6.111
H -3.597 2.680 5.564
H -2.464 1.429 6.097
H -6.430 4.791 6.259
H -5.193 5.838 5.538
H -5.867 6.260 7.095
C -4.907 2.631 -2.929
O -5.313 1.379 -3.485
P -4.272 0.458 -4.222
O -4.816 -0.797 -4.726
O -3.676 1.476 -5.296
C -2.737 0.946 -6.219
O -3.106 0.315 -3.156
C -2.402 -0.932 -2.984
H -5.297 2.669 -1.911
H -5.375 3.423 -3.516
H -3.844 2.858 -2.860
H -2.307 -0.009 -5.930
H -1.948 1.682 -6.350
H -3.259 0.873 -7.172
H -2.714 -1.586 -3.793
H -2.665 -1.368 -2.030
H -1.344 -0.679 -2.925
C 8.724 -1.565 0.314
O 7.951 -2.760 0.389
P 6.676 -2.932 -0.546
O 6.950 -3.002 -1.978
O 5.776 -1.732 -0.067
C 4.441 -1.565 -0.537
O 5.989 -4.192 0.122
C 6.739 -5.349 0.491
H 9.724 -1.831 -0.022
H 8.791 -1.128 1.309
H 8.281 -0.811 -0.328
H 3.985 -2.494 -0.904
H 4.382 -0.815 -1.319
H 3.750 -1.363 0.280
H 7.140 -5.864 -0.392
H 6.072 -6.056 0.974
H 7.613 -5.079 1.083
C -0.979 6.872 -3.235
O -1.888 5.928 -2.652
P -1.644 5.497 -1.145
O -1.829 6.474 -0.086
O -2.600 4.235 -1.105
C -2.751 3.548 0.138
O -0.170 4.889 -1.154
C 0.169 3.616 -1.729
H -0.617 6.469 -4.182
H -0.059 6.942 -2.644
H -1.461 7.837 -3.345
H -2.027 2.721 0.124
H -3.745 3.124 0.253
H -2.501 4.135 1.024
H 0.633 3.749 -2.707
H -0.720 3.012 -1.933
H 0.798 3.094 -1.013

Calculated values
Net charge ... -1
Frontier orbital gap ... 9.94 eV
LUMO energy ... 1.6 eV
E_HOMO ... -0.305 hartree

=====

No. 4
A structure of composition C30H70BN2O6Sn at a distorted geometry. Source: the OMol25 dataset; level of theory: the ωB97M-V functional and the def2-TZVPD basis.

Cartesian coordinates (Å):
Sn 3.966 -0.239 -1.093
B 0.887 0.132 -0.736
H 1.389 -0.337 -1.568
H 1.015 1.199 -0.832
H -0.147 -0.172 -0.690
H 1.394 -0.157 0.172
C -6.059 -1.676 3.476
C -4.720 -1.757 2.642
N -4.907 -1.553 1.171
C -5.619 -2.643 0.541
C -6.129 -2.327 -0.834
C -3.643 -1.222 0.477
C -2.603 -2.386 0.413
H -5.901 -1.835 4.543
H -6.744 -2.504 3.295
H -6.630 -0.778 3.239
H -4.066 -0.954 2.984
H -4.165 -2.678 2.821
H -5.012 -3.548 0.551
H -6.504 -2.865 1.137
H -5.340 -2.500 -1.566
H -6.997 -2.948 -1.058
H -6.417 -1.276 -0.814
H -3.148 -0.426 1.033
H -3.861 -0.809 -0.508
H -2.907 -3.169 -0.282
H -2.401 -2.884 1.362
H -1.646 -1.947 0.132
C 4.688 -3.325 2.122
C 3.734 -2.210 2.631
N 4.150 -0.857 2.142
C 5.399 -0.452 2.739
C 5.915 0.915 2.260
C 3.111 0.127 2.501
C 2.990 0.463 4.042
H 4.240 -4.307 2.269
H 5.692 -3.377 2.543
H 4.788 -3.199 1.043
H 2.760 -2.474 2.217
H 3.755 -2.252 3.720
H 5.198 -0.398 3.809
H 6.179 -1.170 2.485
H 6.699 1.236 2.945
H 6.376 1.009 1.277
H 5.131 1.664 2.377
H 2.147 -0.282 2.197
H 3.133 1.035 1.897
H 2.956 -0.421 4.679
H 2.071 1.031 4.188
H 3.778 1.124 4.403
C -0.807 0.495 2.998
C -1.207 1.970 3.120
O -0.898 2.570 4.165
C -1.807 2.702 1.911
H -0.296 0.292 2.057
H -1.710 -0.114 3.025
H -0.162 0.220 3.832
H -1.980 3.753 2.143
H -2.668 2.124 1.576
H -1.107 2.593 1.082
C 0.606 -3.871 -2.320
C 1.571 -3.543 -1.217
O 2.693 -3.154 -1.453
C 1.052 -3.745 0.166
H -0.151 -3.091 -2.387
H 0.190 -4.866 -2.162
H 1.120 -3.953 -3.278
H 0.597 -2.788 0.422
H 1.868 -3.992 0.845
H 0.379 -4.596 0.278
C 3.678 5.089 1.092
C 3.050 3.800 0.553
O 3.726 2.825 0.299
C 1.535 3.763 0.409
H 3.141 6.011 0.867
H 4.691 5.264 0.729
H 3.791 5.031 2.175
H 1.191 2.813 0.817
H 1.284 3.932 -0.639
H 1.084 4.508 1.064
C -0.374 -1.594 -4.803
C -1.699 -0.900 -4.593
O -2.203 -0.208 -5.440
C -2.432 -1.187 -3.290
H -0.435 -2.672 -4.949
H 0.309 -1.381 -3.981
H 0.003 -1.190 -5.743
H -2.434 -2.222 -2.949
H -3.445 -0.784 -3.259
H -1.736 -0.716 -2.596
C 3.315 2.853 -5.065
C 2.550 2.644 -3.769
O 3.004 1.937 -2.868
C 1.200 3.298 -3.656
H 4.326 2.526 -4.823
H 3.305 3.873 -5.446
H 2.897 2.145 -5.781
H 0.466 2.590 -3.271
H 0.808 3.720 -4.581
H 1.237 4.060 -2.877
C -4.308 1.880 -2.282
C -3.218 2.672 -1.650
O -3.491 3.768 -1.138
C -1.796 2.164 -1.648
H -4.445 0.898 -1.829
H -4.144 1.694 -3.344
H -5.272 2.382 -2.209
H -1.180 2.857 -1.075
H -1.400 2.008 -2.651
H -1.840 1.221 -1.102

Calculated values
⟨S²⟩ ... 0.753
Frontier orbital gap (spin up / spin down) ... 5.79 / 8.01 eV
LUMO energy (spin up / spin down) ... -0.4 / -0.4 eV
Spin multiplicity ... 2
E_HOMO (spin up / spin down) ... -0.229 / -0.307 hartree